Below is one molecule with the formula C4H11NO2 at a distorted geometry, with properties calculated with wB97M-V/def2-TZVPD.

## Properties
total energy	-9910.76577	eV
SMILES	N[C@@H](CO)CCO
relative energy (zero: lowest compared OMol25 entry of this formula, charge and spin)	34.04	kcal per mole
net charge	0
gap between HOMO and LUMO	0.3719	Eh

Element x y z (Å)
N (-0.98, -0.99, -0.37)
C (-0.54, 0.34, -0.05)
C (-1.13, 0.93, 1.24)
O (-2.52, 0.93, 1.29)
C (1.00, 0.42, 0.04)
C (1.71, -0.19, -1.15)
O (2.51, -1.33, -0.75)
H (-1.74, -1.03, -1.02)
H (-1.15, -1.63, 0.40)
H (-0.87, 1.01, -0.84)
H (-0.78, 1.95, 1.26)
H (-0.69, 0.40, 2.08)
H (-2.88, 0.05, 1.16)
H (1.25, -0.12, 0.96)
H (1.29, 1.44, 0.26)
H (2.45, 0.48, -1.59)
H (0.96, -0.53, -1.83)
H (2.10, -2.13, -1.08)